(1)
DFT (ωB97M-V/def2-TZVPD) results for C23H22AuN6OSeSi as an isolated structure in a non-equilibrium geometry.

As for the molar mass: 702.5 g mol⁻¹. As for the total charge: -1. For the total energy, the calculation gives -112107.900 eV. As for the max |F|: 0.0720 Eh/bohr. The value obtained for the energy above the lowest of the compared OMol25 structures with the same formula, charge and spin is 47.4 kcal per mole.

Cartesian coordinates (Å):
Au  0.015  0.044  -0.073
C  -1.241  -0.040  3.685
C  0.194  -0.252  3.264
C  1.127  -0.707  4.174
C  2.432  -0.888  3.740
C  2.739  -0.614  2.432
C  1.760  -0.126  1.528
N  0.458  0.044  1.992
N  2.136  0.039  0.222
Si  2.955  1.542  -0.079
C  2.194  2.412  -1.541
C  4.735  1.134  -0.548
C  2.966  2.693  1.407
H  -1.299  0.681  4.502
H  -1.689  -0.978  4.021
H  -1.823  0.344  2.848
H  0.835  -0.913  5.196
H  3.197  -1.254  4.416
H  3.739  -0.781  2.055
H  2.190  1.753  -2.409
H  2.760  3.321  -1.785
H  1.160  2.689  -1.334
H  4.744  0.484  -1.424
H  5.251  0.617  0.267
H  5.300  2.041  -0.784
H  1.948  2.926  1.729
H  3.461  3.632  1.145
H  3.501  2.259  2.256
Se  0.632  -4.981  -0.799
N  -1.090  -5.354  -0.572
C  -1.673  -4.203  -0.328
C  -3.070  -4.015  -0.073
C  -3.491  -2.764  0.163
C  -2.559  -1.657  0.156
N  -1.304  -1.769  -0.068
C  -0.809  -3.030  -0.316
N  0.462  -3.249  -0.542
H  -3.749  -4.858  -0.073
H  -4.537  -2.569  0.359
H  -2.918  -0.646  0.341
O  0.062  -0.011  -1.964
N  -5.455  8.575  -0.317
C  -4.855  7.593  -0.286
C  -4.108  6.368  -0.247
C  -2.769  6.348  -0.640
C  -2.052  5.171  -0.602
C  -2.650  3.975  -0.169
C  -3.998  4.013  0.222
C  -4.716  5.190  0.184
C  -1.907  2.765  -0.131
C  -1.255  1.730  -0.087
H  -2.293  7.260  -0.976
H  -1.015  5.160  -0.908
H  -4.475  3.102  0.557
H  -5.754  5.200  0.490

---

(2)
DFT (ωB97M-V/def2-TZVPD) results for C23H22AuN8O2 as an isolated structure.

As for the spin multiplicity: 3. As for the molar mass: 639.5 g mol⁻¹. As for the total charge: +1. For the total energy, the calculation gives -43908.965 eV. As for the max |F|: 0.0123 Eh/bohr.

Cartesian coordinates (Å):
Au  0.136  -0.163  0.229
C  3.653  -2.224  2.488
C  2.825  -1.071  2.008
O  1.727  -1.273  1.472
N  3.322  0.161  2.194
C  2.641  1.371  1.756
C  1.436  1.698  2.611
C  1.570  2.340  3.835
C  0.437  2.603  4.587
C  -0.801  2.222  4.094
C  -0.852  1.590  2.864
N  0.239  1.334  2.145
H  3.839  -2.879  1.640
H  3.080  -2.777  3.232
H  4.602  -1.915  2.922
H  4.229  0.243  2.617
H  2.336  1.263  0.713
H  3.360  2.186  1.801
H  2.551  2.633  4.186
H  0.518  3.103  5.542
H  -1.710  2.409  4.646
H  -1.796  1.276  2.435
N  -3.095  2.120  -1.415
C  -2.106  3.049  -1.631
C  -0.957  2.471  -1.187
N  -1.245  1.209  -0.717
C  -2.543  1.026  -0.862
H  -4.073  2.226  -1.629
H  -2.305  4.013  -2.062
H  0.047  2.858  -1.169
H  -3.098  0.145  -0.583
N  1.727  1.193  -3.905
C  2.190  0.703  -2.741
O  2.006  1.222  -1.654
C  2.961  -0.571  -2.825
C  3.039  -1.309  -4.010
N  3.028  -1.882  -5.014
C  3.589  -1.004  -1.647
N  4.116  -1.338  -0.676
H  1.916  0.744  -4.786
H  1.197  2.048  -3.898
C  -0.272  -2.031  -0.692
C  -1.708  -2.145  -0.948
C  -2.224  -1.958  -2.239
C  -3.583  -1.988  -2.480
C  -4.473  -2.203  -1.426
C  -3.977  -2.425  -0.138
C  -2.615  -2.400  0.091
C  -5.885  -2.180  -1.659
N  -7.020  -2.137  -1.835
H  0.327  -2.097  -1.600
H  0.107  -2.682  0.094
H  -1.540  -1.783  -3.061
H  -3.968  -1.842  -3.481
H  -4.667  -2.617  0.673
H  -2.238  -2.568  1.094

---

(3)
DFT (ωB97M-V/def2-TZVPD) results for C23H22BrN4O8SSeW as an isolated structure in a non-equilibrium geometry.

As for the spin multiplicity: 3. As for the molar mass: 857.2 g mol⁻¹. As for the total charge: +1. For the total energy, the calculation gives -194592.208 eV. As for the max |F|: 0.0214 Eh/bohr. The value obtained for the energy above the lowest of the compared OMol25 structures with the same formula, charge and spin is 72.8 kcal per mole.

Cartesian coordinates (Å):
W  -0.438  -0.879  -0.417
O  1.283  0.136  0.568
C  1.863  1.443  0.662
C  0.868  2.537  0.401
C  1.272  3.740  -0.164
C  0.347  4.766  -0.266
C  -0.951  4.554  0.176
C  -1.271  3.314  0.700
N  -0.377  2.334  0.817
H  1.988  -0.522  0.827
H  2.703  1.516  -0.031
H  2.241  1.551  1.683
H  2.291  3.869  -0.503
H  0.635  5.720  -0.687
H  -1.701  5.330  0.117
H  -2.276  3.087  1.039
O  -3.024  -5.760  -2.672
C  -2.053  -5.352  -3.478
O  -1.779  -5.908  -4.504
C  -1.295  -4.131  -3.069
C  -0.243  -3.593  -3.791
N  0.181  -2.497  -3.148
N  -0.511  -2.320  -2.021
C  -1.410  -3.293  -1.958
C  -2.236  -3.252  -0.724
O  -3.114  -4.045  -0.486
O  -1.887  -2.238  0.034
H  -3.138  -5.199  -1.875
H  0.207  -3.937  -4.707
H  1.043  -1.982  -3.278
Br  1.998  0.616  -3.835
C  0.517  0.933  -2.690
C  -0.335  2.055  -2.979
C  -1.603  2.144  -2.520
C  -2.446  1.252  -1.742
C  -2.188  0.161  -0.978
N  0.332  0.170  -1.709
H  0.047  2.819  -3.642
H  -2.131  3.028  -2.864
H  -3.491  1.549  -1.798
H  -3.106  -0.268  -0.575
Se  -1.383  0.015  1.937
C  -0.033  0.001  3.262
C  0.900  -1.030  3.353
C  1.851  -0.997  4.359
C  1.870  0.056  5.266
C  0.929  1.074  5.179
C  -0.033  1.047  4.183
H  0.880  -1.844  2.638
H  2.582  -1.791  4.432
H  2.615  0.079  6.050
H  0.939  1.885  5.894
H  -0.774  1.833  4.115
C  2.531  -4.363  0.465
S  2.249  -2.693  0.004
O  0.797  -2.434  0.399
O  3.074  -1.828  0.837
O  2.419  -2.562  -1.425
H  1.871  -4.996  -0.121
H  2.337  -4.473  1.528
H  3.573  -4.582  0.240

---

(4)
DFT (ωB97M-V/def2-TZVPD) results for C23H22CoFN3O3S2 as an isolated structure.

As for the spin multiplicity: 4. As for the molar mass: 530.5 g mol⁻¹. For the total energy, the calculation gives -96834.278 eV. As for the max |F|: 0.0083 Eh/bohr.

Cartesian coordinates (Å):
Co  -3.593  -1.204  -2.270
S  -4.703  -1.949  -4.106
C  -5.744  -0.519  -4.237
C  -6.933  -0.634  -4.961
C  -7.799  0.434  -5.127
C  -7.488  1.663  -4.558
C  -6.314  1.797  -3.834
C  -5.429  0.732  -3.659
S  -3.937  0.996  -2.738
H  -7.171  -1.596  -5.398
H  -8.715  0.307  -5.692
H  -8.159  2.506  -4.669
H  -6.062  2.749  -3.380
F  2.687  1.185  -1.980
C  2.025  0.557  -0.978
C  0.810  -0.004  -1.249
C  0.077  -0.604  -0.234
C  -1.251  -1.177  -0.558
O  -1.624  -1.138  -1.735
C  -1.986  -1.717  0.551
C  -1.403  -1.703  1.772
N  -0.162  -1.221  2.064
C  0.309  -1.208  3.426
C  0.026  -2.382  4.301
C  1.428  -2.129  3.826
C  0.590  -0.635  1.064
C  1.851  -0.079  1.317
C  2.576  0.529  0.310
N  3.855  1.075  0.639
C  3.894  2.070  1.705
C  5.166  1.821  2.534
N  6.115  1.065  1.643
C  6.162  1.719  0.291
C  4.818  1.421  -0.404
C  -3.400  -2.329  0.486
O  -3.753  -2.928  1.498
O  -4.055  -2.149  -0.580
H  0.388  0.041  -2.246
H  -1.968  -2.116  2.597
H  0.285  -0.228  3.891
H  -0.495  -3.222  3.864
H  -0.225  -2.182  5.332
H  1.809  -2.793  3.061
H  2.163  -1.765  4.532
H  2.275  -0.152  2.309
H  3.020  1.985  2.341
H  3.900  3.086  1.292
H  4.986  1.198  3.408
H  5.656  2.743  2.838
H  5.685  0.146  1.503
H  7.034  0.952  2.064
H  7.013  1.329  -0.260
H  6.313  2.782  0.470
H  4.925  0.579  -1.083
H  4.531  2.295  -0.992

---

(5)
DFT (ωB97M-V/def2-TZVPD) results for C23H22CrFN6O8S2 as an isolated structure in a non-equilibrium geometry.

As for the spin multiplicity: 2. As for the molar mass: 645.6 g mol⁻¹. For the total energy, the calculation gives -102334.498 eV. As for the max |F|: 0.0249 Eh/bohr. The value obtained for the energy above the lowest of the compared OMol25 structures with the same formula, charge and spin is 8.0 kcal per mole.

Cartesian coordinates (Å):
Cr  -0.596  -1.169  0.055
C  3.167  -2.830  1.348
C  2.062  -1.978  0.833
N  0.989  -2.408  0.292
N  0.756  -3.778  0.415
C  0.423  -4.478  -0.717
N  -0.371  -5.534  -0.454
S  1.049  -4.126  -2.213
C  2.087  -0.500  0.941
C  3.119  0.208  1.524
C  3.006  1.586  1.630
C  1.874  2.209  1.140
C  0.873  1.436  0.579
N  0.974  0.105  0.493
H  3.215  -3.748  0.768
H  2.982  -3.087  2.395
H  4.120  -2.309  1.282
H  0.308  -3.973  1.304
H  -0.960  -5.536  0.362
H  -0.693  -6.048  -1.256
H  3.984  -0.311  1.908
H  3.793  2.163  2.099
H  1.745  3.281  1.206
H  -0.046  1.866  0.199
O  -2.981  1.847  1.364
C  -2.226  0.899  1.414
O  -1.861  0.227  0.349
C  -1.634  0.496  2.748
C  -1.823  1.358  3.802
C  -1.282  1.067  5.047
C  -0.537  -0.063  5.259
C  -0.337  -0.937  4.206
C  -0.900  -0.716  2.921
O  -0.735  -1.552  1.969
N  0.553  -2.085  4.474
O  1.000  -2.204  5.599
O  0.727  -2.921  3.600
N  -1.483  2.003  6.164
O  -1.039  1.696  7.253
O  -2.069  3.042  5.929
H  -2.403  2.256  3.642
H  -0.101  -0.264  6.224
C  -2.522  4.389  -5.743
C  -1.758  3.333  -4.985
C  -2.393  2.178  -4.535
C  -1.704  1.206  -3.827
C  -0.357  1.407  -3.568
C  0.301  2.556  -3.981
C  -0.406  3.510  -4.696
S  0.555  0.165  -2.714
C  0.950  -0.924  -4.053
O  -0.492  -0.589  -1.926
H  -3.490  4.016  -6.074
H  -1.965  4.723  -6.620
H  -2.700  5.266  -5.117
H  -3.449  2.039  -4.735
H  -2.202  0.322  -3.449
H  1.348  2.708  -3.740
H  0.096  4.414  -5.024
H  0.008  -1.306  -4.448
H  1.553  -1.738  -3.653
H  1.493  -0.344  -4.799
F  -1.596  -2.520  -0.408

---

- Which value of molar mass does entry 2 give?
  639.5 g mol⁻¹

---

- Which formula does entry 1 have?
  C23H22AuN6OSeSi